The following is a quantum chemistry calculation of 6 unconnected molecules or ions with the total composition H12O6 in a non-equilibrium geometry, from OMol25.

- 2S+1: 2
- Frontier orbital gap (alpha / beta): 9.9 / 1.7 eV
- Net charge: +1
- Energy: -12467.7426 eV

Bonds (Å) are listed after each position.
CARTESIAN COORDINATES (ANGSTROEM)
1 O -2.805 1.330 2.798  H2 0.968, H3 0.977
2 H -3.485 0.658 2.644  O1 0.968
3 H -2.554 1.301 3.741  O1 0.977
4 O -1.361 -1.569 -0.764  H5 0.953, H6 0.956
5 H -0.666 -1.481 -0.117  O4 0.953
6 H -1.631 -2.385 -1.181  O4 0.956
7 O 0.483 0.466 -1.646  H8 0.972, H9 0.979
8 H 0.000 1.151 -2.139  O7 0.972
9 H -0.162 0.205 -0.957  O7 0.979
10 O -0.602 0.687 -4.520  H11 0.974, H12 0.977
11 H 0.324 0.951 -4.377  O10 0.974
12 H -0.626 -0.054 -3.883  O10 0.977
13 O 6.968 -0.342 -1.518  H14 0.959, H15 0.960
14 H 6.860 -0.920 -2.275  O13 0.959
15 H 6.726 -0.780 -0.699  O13 0.960
16 O -2.667 -0.218 5.418  H17 0.965, H18 0.964
17 H -2.084 -0.133 6.182  O16 0.965
18 H -2.756 -1.173 5.320  O16 0.964